Formula: C14H24BrN3OP
Source: the OMol25 dataset
Level of theory: the ωB97M-V functional and the def2-TZVPD basis

```
! wB97M-V def2-TZVPD RIJCOSX def2/J DEFGRID3
* xyz 1 1
C 2.75 1.58 1.88
C 3.33 1.32 0.47
C 2.32 0.97 -0.68
C 2.32 2.12 -1.77
P 0.57 0.73 -0.20
Br -0.30 2.58 0.65
C -0.34 0.49 -1.81
C -1.65 -0.33 -1.71
O -1.75 -1.28 -2.46
C -2.79 -0.02 -0.78
C -3.20 1.23 -0.40
C -4.24 1.44 0.48
C -4.88 0.34 1.00
C -4.51 -0.94 0.61
C -3.47 -1.12 -0.27
C 0.22 -0.70 0.85
C 1.03 -2.03 0.50
N 2.33 -2.10 1.12
N 0.26 -3.09 1.14
N 1.09 -2.34 -0.92
H 3.59 1.59 2.58
H 2.06 0.82 2.25
H 2.32 2.59 1.94
H 3.92 2.20 0.21
H 4.05 0.49 0.56
H 2.71 0.08 -1.19
H 1.35 2.63 -1.84
H 3.06 2.89 -1.54
H 2.58 1.68 -2.73
H -0.52 1.48 -2.25
H 0.35 -0.05 -2.47
H -2.67 2.09 -0.81
H -4.50 2.47 0.72
H -5.68 0.52 1.72
H -5.03 -1.79 1.04
H -3.22 -2.14 -0.54
H -0.84 -0.97 0.76
H 0.37 -0.51 1.92
H 2.94 -1.33 0.86
H 2.25 -2.19 2.12
H -0.64 -3.19 0.68
H 0.79 -3.95 1.09
H 0.18 -2.66 -1.26
H 1.46 -1.60 -1.50
*
```

=====

Formula: C4H13N2O2
Source: the OMol25 dataset
Level of theory: the ωB97M-V functional and the def2-TZVPD basis

```
! wB97M-V def2-TZVPD RIJCOSX def2/J DEFGRID3
* xyz 1 1
O 0.02 1.34 -1.31
C 0.97 2.08 -1.14
C 2.27 1.70 -0.48
N 3.31 1.84 -1.51
H 0.92 3.11 -1.50
H 2.46 2.47 0.26
H 2.20 0.73 0.03
H 4.22 1.69 -1.10
H 3.21 1.11 -2.22
C -1.97 -2.28 1.32
O -2.56 -1.98 2.56
C -1.48 -0.94 0.79
N -0.54 -1.11 -0.36
H -2.69 -2.73 0.63
H -1.13 -2.98 1.42
H -3.02 -2.75 2.90
H -2.31 -0.33 0.46
H -0.94 -0.42 1.58
H -0.95 -1.65 -1.13
H 0.30 -1.60 -0.06
H -0.25 -0.15 -0.74
*
```

For the energy above the lowest of the compared OMol25 structures with the same formula, charge and spin, the calculation gives 2.396 eV.

=====

Formula: CH3IS2
Source: the OMol25 dataset
Level of theory: the ωB97M-V functional and the def2-TZVPD basis

```
! wB97M-V def2-TZVPD RIJCOSX def2/J DEFGRID3
* xyz 0 1
C 0.43 0.82 0.91
S 0.46 0.23 -2.00
S 1.72 0.65 -0.36
I 1.27 1.64 2.68
H -0.32 1.42 0.34
H -0.29 -0.23 1.10
H 0.52 -1.14 -2.34
*
```

For the energy above the lowest of the compared OMol25 structures with the same formula, charge and spin, the calculation gives 0.916 eV.

=====

Formula: C3H9S2
Source: the OMol25 dataset
Level of theory: the ωB97M-V functional and the def2-TZVPD basis

```
! wB97M-V def2-TZVPD RIJCOSX def2/J DEFGRID3
* xyz -1 1
C 2.27 -0.05 -3.11
S 2.14 -1.20 -1.60
H 2.14 -0.75 -4.00
H 3.29 0.32 -3.07
H 1.37 0.55 -3.16
C -2.30 0.34 2.13
C -0.79 0.15 2.03
S -0.11 0.76 0.41
H -2.55 1.35 1.94
H -2.92 -0.22 1.40
H -2.62 -0.08 3.12
H -0.41 -0.91 1.94
H -0.42 0.40 3.06
H 0.90 -0.66 -1.10
*
```

For the energy above the lowest of the compared OMol25 structures with the same formula, charge and spin, the calculation gives 1.475 eV.

=====

Formula: C6H10O3
Source: the OMol25 dataset
Level of theory: the ωB97M-V functional and the def2-TZVPD basis

```
! wB97M-V def2-TZVPD RIJCOSX def2/J DEFGRID3
* xyz 0 1
C 0.63 -0.20 -0.81
C 0.00 0.52 0.45
C -2.20 0.13 -1.00
C 0.56 0.06 1.79
C -1.52 0.09 0.35
C 2.07 0.25 -0.56
O 0.57 -1.58 -0.80
O -2.14 -0.17 1.34
O 2.92 -0.62 -0.48
H 1.55 -1.86 -0.60
H 0.30 0.25 -1.76
H -0.01 1.61 0.34
H 2.29 1.32 -0.66
H -1.91 1.02 -1.56
H -1.88 -0.75 -1.55
H -3.28 0.11 -0.87
H 1.55 0.46 1.96
H -0.09 0.39 2.60
H 0.60 -1.03 1.81
*
```

For the energy above the lowest of the compared OMol25 structures with the same formula, charge and spin, the calculation gives 1.059 eV. As for the SMILES: CC(=O)[C@@H](C)[C@H](O)C=O.

=====

Formula: C4H10NOP
Source: the OMol25 dataset
Level of theory: the ωB97M-V functional and the def2-TZVPD basis

```
! wB97M-V def2-TZVPD RIJCOSX def2/J DEFGRID3
* xyz 0 1
C 0.12 0.47 0.31
C 1.45 1.59 1.89
C -1.03 -0.64 -1.72
C -0.75 -0.77 -0.22
N 0.77 0.41 1.39
O -2.31 -0.15 -1.81
P 0.19 -2.28 0.20
H 0.12 1.35 -0.26
H 1.03 1.80 2.82
H 1.40 2.49 1.30
H 2.36 1.28 2.11
H -1.01 -1.62 -2.18
H -0.31 -0.06 -2.12
H -1.81 -0.83 0.29
H -2.28 0.52 -2.52
H 0.84 -1.75 1.30
H 1.21 -1.83 -0.77
*
```

For the energy above the lowest of the compared OMol25 structures with the same formula, charge and spin, the calculation gives 3.093 eV. As for the SMILES: C/N=C/[C@H](P)CO.

=====

Formula: C53H76BN13O3P
Source: the OMol25 dataset
Level of theory: the ωB97M-V functional and the def2-TZVPD basis

```
! wB97M-V def2-TZVPD RIJCOSX def2/J DEFGRID3
* xyz 1 1
C 6.85 2.68 -0.85
B 6.23 1.97 -2.16
O 6.89 2.21 -3.44
C 4.95 0.97 -2.20
C 5.00 -0.42 -2.99
N 3.93 -1.33 -3.08
N 2.79 -0.98 -2.49
P 1.45 -2.19 -2.66
N 0.82 -2.58 -1.22
C 2.45 0.18 -1.72
O 1.16 0.41 -1.16
C 0.40 1.05 -2.28
C -0.40 2.36 -1.83
C -0.29 3.45 -3.02
C -1.93 1.89 -1.55
C -3.01 3.05 -1.82
C -1.94 1.35 -0.01
C 3.57 1.27 -1.52
C 3.32 2.59 -0.67
C 2.85 2.10 0.82
O 3.14 3.08 1.83
H 7.98 2.78 -1.02
H 6.72 2.01 0.08
H 6.40 3.72 -0.70
H 6.65 3.11 -3.79
H 6.01 -0.64 -3.49
H 0.40 -1.70 -3.51
H 1.97 -3.41 -3.22
H -0.18 -2.33 -1.30
H -0.23 0.24 -2.77
H 1.18 1.39 -3.07
H 0.07 2.87 -0.91
H 0.76 3.50 -3.47
H -1.02 3.17 -3.85
H -0.54 4.51 -2.68
H -2.16 1.05 -2.29
H -4.05 2.59 -1.59
H -3.01 3.43 -2.89
H -2.79 3.88 -1.05
H -2.41 0.31 -0.01
H -0.86 1.36 0.39
H -2.54 2.13 0.58
H 4.25 3.24 -0.52
H 2.42 3.13 -1.11
H 1.73 1.88 0.86
H 3.38 1.11 1.05
H 2.31 3.50 2.14
N -1.19 -4.39 -3.17
C -1.97 -4.29 -4.29
C -3.26 -4.58 -3.94
C -3.27 -4.86 -2.55
C -1.98 -4.73 -2.10
H -0.20 -4.23 -3.13
H -1.53 -4.02 -5.24
H -4.11 -4.59 -4.61
H -4.12 -5.13 -1.95
H -1.55 -4.85 -1.11
N -4.22 0.69 3.49
C -4.79 1.30 4.57
C -5.93 1.93 4.15
C -6.06 1.69 2.76
C -4.99 0.92 2.38
H -3.36 0.16 3.50
H -4.33 1.23 5.55
H -6.60 2.50 4.78
H -6.85 2.04 2.11
H -4.71 0.52 1.42
N 5.24 -2.19 1.49
C 4.47 -2.10 0.36
C 3.17 -2.40 0.71
C 3.16 -2.67 2.10
C 4.45 -2.53 2.55
H 6.23 -2.03 1.53
H 4.91 -1.84 -0.59
H 2.32 -2.42 0.03
H 2.30 -2.94 2.70
H 4.87 -2.65 3.54
N 5.15 1.40 -6.04
C 4.01 1.59 -6.76
C 4.26 2.56 -7.71
C 5.60 2.96 -7.55
C 6.13 2.23 -6.52
H 5.26 0.76 -5.27
H 3.11 1.03 -6.54
H 3.55 2.93 -8.43
H 6.13 3.70 -8.14
H 7.12 2.23 -6.08
N -3.07 -0.92 7.08
C -2.32 -1.96 7.58
C -2.68 -2.15 8.89
C -3.69 -1.20 9.19
C -3.91 -0.46 8.06
H -3.01 -0.56 6.15
H -1.60 -2.47 6.95
H -2.27 -2.90 9.55
H -4.19 -1.08 10.14
H -4.58 0.36 7.87
N 0.40 -4.19 6.20
C -0.68 -4.85 5.69
C -0.23 -5.67 4.68
C 1.17 -5.50 4.59
C 1.53 -4.58 5.54
H 0.37 -3.51 6.95
H -1.67 -4.68 6.08
H -0.85 -6.32 4.07
H 1.84 -5.99 3.90
H 2.50 -4.17 5.81
N -7.43 -0.72 8.65
C -8.46 -0.48 9.52
C -8.78 -1.66 10.13
C -7.91 -2.65 9.62
C -7.09 -2.04 8.71
H -6.99 -0.03 8.06
H -8.87 0.52 9.63
H -9.56 -1.80 10.87
H -7.89 -3.70 9.89
H -6.29 -2.44 8.10
N -6.05 4.69 1.49
C -7.21 4.89 0.79
C -6.98 5.87 -0.15
C -5.63 6.26 -0.02
C -5.07 5.52 1.00
H -5.92 4.03 2.24
H -8.10 4.32 1.03
H -7.71 6.25 -0.85
H -5.11 7.01 -0.60
H -4.08 5.51 1.41
N -0.31 -6.93 -6.06
C -1.37 -7.60 -6.60
C -0.89 -8.44 -7.58
C 0.51 -8.27 -7.62
C 0.85 -7.34 -6.67
H -0.37 -6.25 -5.32
H -2.38 -7.42 -6.24
H -1.49 -9.09 -8.19
H 1.20 -8.77 -8.28
H 1.80 -6.93 -6.38
N 6.37 6.00 -4.35
C 6.46 7.23 -3.75
C 7.79 7.56 -3.66
C 8.53 6.49 -4.24
C 7.63 5.55 -4.65
H 5.51 5.51 -4.54
H 5.57 7.76 -3.44
H 8.19 8.47 -3.24
H 9.60 6.43 -4.33
H 7.77 4.59 -5.14
*
```

=====

Number 1: highest occupied orbital energy -12.70 eV, electronic energy -100750.653 eV. Number 2: highest occupied orbital energy -13.51 eV, electronic energy -11427.078 eV. Number 3: highest occupied orbital energy -9.35 eV, electronic energy -30855.706 eV. Number 4: highest occupied orbital energy -2.57 eV, electronic energy -24927.273 eV. Number 5: highest occupied orbital energy -9.50 eV, electronic energy -12525.714 eV. Number 6: highest occupied orbital energy -9.10 eV, electronic energy -17133.876 eV. Number 7: highest occupied orbital energy -9.15 eV, electronic energy -91656.986 eV.